1.
{
  "formula": "C11H50N16O14",
  "method": "ωB97M-V/def2-TZVPD",
  "e_tot_ha": -2378.9021,
  "total_charge": 0,
  "e_lumo_ev": -0.17,
  "homo_ev": -9.021,
  "symbols": ["O", "H", "N", "H", "H", "H", "O", "H", "O", "H", "H", "H", "C", "H", "O", "H", "N", "H", "N", "H", "H", "C", "H", "O", "N", "N", "H", "H", "H", "H", "H", "H", "N", "N", "H", "C", "O", "O", "O", "H", "N", "H", "O", "H", "H", "H", "O", "N", "N", "O", "H", "O", "H", "H", "H", "C", "H", "H", "H", "C", "O", "H", "H", "N", "N", "C", "O", "N", "H", "H", "H", "C", "H", "H", "C", "C", "H", "H", "H", "H", "H", "C", "H", "H", "N", "H", "H", "H", "C", "N", "N"],
  "coordinates": [[2.892504, -0.427538, -3.787123], [-5.178980, -0.259979, 2.259295], [-4.297838, 0.154610, -2.444520], [-2.948467, 4.353504, -1.244421], [-1.067184, 4.720228, -1.943471], [4.234641, -0.713312, 2.203759], [-0.579250, -3.916229, -3.497025], [0.517625, 2.135975, 0.690300], [5.384743, -2.370471, -0.239721], [1.097867, 0.022287, -4.426201], [-3.343893, 3.133569, -0.089598], [-1.555287, -6.852058, 2.618172], [-0.316110, -0.880869, -1.827896], [-6.238711, -1.235972, -2.992434], [-4.836814, 2.251936, 0.333622], [1.772711, -0.155127, -0.731273], [4.255594, -1.093418, 1.275693], [-1.538480, 0.224401, 4.042817], [-3.253783, 0.677826, 0.846300], [-0.778963, 2.510838, 2.514218], [3.663554, 2.272624, -0.195704], [0.422175, 0.208508, 4.275497], [0.191973, -4.413014, -3.205213], [0.417664, 0.396657, -5.004801], [-2.635217, 3.607527, -0.654383], [-0.988101, -4.824034, 1.308441], [-6.101845, 1.196679, 2.035530], [0.092900, -1.196377, -2.783860], [-1.385928, -1.084823, -1.734325], [-0.586814, -6.431495, 3.974482], [-0.937046, 1.835379, 4.445090], [-1.477254, -5.557517, 0.838159], [3.022770, 2.436830, -3.308668], [6.557529, -1.172894, 1.246066], [-0.991266, -3.819596, 1.229052], [5.388996, -1.577953, 0.709467], [1.297928, 2.351014, 1.251482], [2.566332, 4.082784, -1.765401], [3.197508, -2.641690, -2.359005], [0.277874, -2.559921, -0.642041], [-0.790369, 0.869481, 4.222839], [-2.165148, 3.382063, 3.045721], [-0.885378, 5.263572, 4.111852], [3.436133, -1.378309, 0.758649], [0.554151, -0.036567, -5.851850], [1.119462, 3.294989, 2.734845], [1.690272, -1.086859, -0.489565], [-5.425106, -1.425368, -3.547217], [3.595147, 2.102671, -1.182017], [-0.965531, 2.085031, -0.258546], [-0.595872, -3.140717, -2.927978], [0.276642, -4.336297, 3.167530], [-0.198647, -0.032448, 1.011845], [1.523033, 4.506446, 3.985125], [0.078908, -1.597703, 1.567265], [-0.336090, -1.068505, 0.705375], [2.982561, -1.341083, -3.436574], [-0.544583, -1.352935, 3.607526], [-5.506905, -2.303548, -4.031057], [-0.424618, -5.126312, 2.533292], [-3.188763, -1.317162, -3.851936], [2.461944, 2.874358, -4.020834], [-5.165123, 0.627329, -2.274936], [0.864086, 4.028217, 3.402051], [-5.275137, 0.650483, 1.852822], [-1.378473, 3.152344, -0.755886], [1.488254, 0.782936, 4.473742], [-0.792437, -6.321004, 2.991442], [3.256202, 1.469310, -3.412995], [3.862725, -3.230177, -1.983375], [0.339720, 3.628022, -1.661233], [-0.440647, 4.347267, 3.414482], [7.421853, -1.551207, 0.906820], [1.876078, 2.854256, 0.667987], [0.315009, -1.467371, -0.587329], [-4.203518, -0.842526, -3.373233], [1.090063, -1.763732, 4.031146], [-2.593407, 1.113776, 0.209228], [3.017463, -2.004749, -1.645260], [-0.264107, 0.210916, -1.777602], [6.584557, -0.438744, 1.931247], [-4.462020, 1.246099, 0.957752], [-1.351208, -1.481280, 0.665910], [-3.484927, 0.460523, -1.940244], [-0.644810, 3.857698, -1.663981], [3.684420, -0.296544, -4.320324], [-2.798357, 0.224145, 1.618328], [3.968476, 1.273715, -1.601385], [3.026266, 2.983488, -2.061073], [0.333206, -1.106085, 4.028197], [-1.181113, 3.369221, 2.833041]],
  "forces_ev_per_angstrom": [[0.212, -0.001, -0.008], [0.232, 0.000, -0.132], [0.637, 0.688, 0.137], [-0.044, 0.086, 0.035], [0.855, 0.399, -0.287], [-0.273, 0.042, -0.039], [0.049, -0.185, 0.118], [0.176, 0.246, 0.027], [-0.401, 0.508, 0.219], [0.108, 0.074, -0.220], [0.018, 0.162, -0.305], [-0.075, 0.102, -0.069], [-0.721, 0.657, 0.797], [0.255, 0.390, 0.265], [0.296, -0.804, 0.236], [-0.146, 0.067, 0.077], [0.103, -0.067, -0.736], [-0.662, 0.724, 0.359], [1.171, -0.114, -0.875], [0.124, 0.036, -0.095], [0.202, 0.022, -0.119], [1.944, 2.111, 0.274], [0.046, 0.047, -0.035], [-0.006, 0.129, 0.089], [-0.380, -0.310, 0.923], [1.390, 0.399, 1.483], [-0.117, -0.381, 0.127], [-0.033, -0.257, 0.088], [-0.041, -0.201, -0.616], [0.007, -0.368, -0.209], [0.226, 0.001, 0.091], [-0.450, 0.634, -0.593], [-0.103, 0.974, -0.362], [0.480, 0.601, 0.737], [-0.468, -0.245, -1.178], [0.321, -1.115, -0.672], [0.009, -0.580, -0.507], [-0.058, -0.527, 0.109], [-0.177, -0.049, 0.150], [0.354, -0.018, -0.069], [0.180, -1.692, -0.338], [0.033, 0.105, -0.268], [-0.438, -0.327, -1.062], [-0.442, 0.197, 0.608], [-0.060, -0.056, 0.026], [0.534, 0.435, 0.615], [0.892, -0.209, -0.279], [-1.304, -0.796, -0.985], [-0.085, 0.103, 0.113], [-0.132, 0.266, 0.469], [-0.105, 0.098, -0.123], [-0.490, -0.425, -0.521], [-0.589, 0.243, -0.565], [-0.099, 0.159, -0.119], [0.543, -0.306, -0.389], [-0.510, -1.005, 0.933], [0.181, 0.022, -0.020], [0.288, -0.943, 0.087], [0.500, 0.198, -0.273], [-0.283, 1.553, -0.571], [-0.142, 0.708, 0.186], [0.047, -0.041, 0.072], [0.021, 0.015, 0.119], [0.688, -0.359, -0.991], [-1.177, 0.567, 0.499], [-0.221, 0.026, -1.872], [-0.535, -0.241, 0.234], [0.374, -1.484, 1.628], [-0.374, -0.201, -0.126], [0.193, 0.187, -0.028], [0.134, 0.804, -0.452], [0.716, 0.363, 2.790], [-0.119, -0.048, -0.120], [-0.156, 0.189, -0.015], [0.735, 0.181, -0.072], [-0.031, -1.323, 0.996], [0.124, 0.201, -0.091], [0.239, 0.046, 0.178], [-0.183, -0.339, 0.124], [0.166, 0.047, -0.072], [0.104, -0.061, -0.025], [-0.429, 0.478, 0.212], [-0.412, 0.867, 0.066], [0.062, 0.169, -0.371], [-0.042, -1.064, 1.136], [-0.080, -0.193, -0.165], [-0.298, -0.110, 0.084], [0.251, -0.319, 0.560], [-0.142, -0.198, -0.088], [-1.388, -0.706, -0.227], [-1.798, 0.345, -0.725]]
}

---

2.
{
  "formula": "C11H54CdF6N2O23S2",
  "method": "ωB97M-V/def2-TZVPD",
  "e_tot_ha": -3854.7742,
  "total_charge": 0,
  "e_above_lowest_kcal_mol": 23.2,
  "e_lumo_ev": -0.75,
  "homo_ev": -6.571,
  "symbols": ["C", "H", "H", "H", "H", "C", "O", "H", "H", "H", "S", "O", "H", "O", "H", "F", "H", "F", "O", "H", "H", "O", "O", "O", "F", "H", "H", "H", "H", "O", "H", "H", "F", "H", "H", "H", "O", "H", "H", "H", "H", "C", "H", "O", "O", "H", "O", "H", "Cd", "C", "H", "C", "C", "H", "H", "H", "N", "H", "F", "H", "H", "S", "O", "H", "O", "H", "C", "O", "O", "F", "O", "O", "N", "H", "H", "H", "O", "H", "H", "C", "H", "H", "C", "H", "H", "H", "H", "O", "H", "H", "C", "C", "O", "H", "H", "H", "H", "O", "O"],
  "coordinates": [[1.865890, 4.259529, 0.064717], [-0.156312, -5.845308, -0.594890], [-3.663525, -2.692353, 1.546044], [0.495109, 2.148750, -3.980947], [3.500298, 2.822734, 0.300140], [-1.409836, -1.741656, -1.136250], [-0.986556, -5.666814, -1.048340], [3.439292, -3.444770, -2.493967], [-1.085549, -0.626833, -3.895908], [3.746851, 4.291757, 1.165500], [-0.804390, -0.133042, 2.161105], [0.550806, -3.419294, -5.295097], [-1.760512, 1.968092, -0.861147], [2.852037, 0.634255, 2.097978], [2.728441, 1.384787, 2.693665], [1.048899, -1.564331, 3.443464], [2.688266, 6.219262, -0.237698], [-0.128716, -0.232064, 4.693483], [-3.398096, -1.367258, -3.507758], [3.079125, -3.670825, 5.627100], [-1.090873, 3.123148, -0.138370], [0.162041, -1.518494, 7.396856], [0.630315, -3.056854, 0.062835], [3.604395, -1.312827, 4.096627], [-2.541829, -2.395759, -1.144281], [-4.089938, 0.897087, 3.086259], [2.970275, 5.737884, -2.341822], [2.435064, -4.035402, 4.291985], [1.979162, -3.911081, -2.479736], [2.552039, -3.187951, -2.768869], [2.832107, 2.745919, -3.753946], [-1.045261, -6.356608, -1.720576], [-1.602830, -0.430397, -1.178072], [1.615297, 4.586664, -3.822585], [1.278722, -0.092005, -2.427996], [1.327401, -3.004381, -5.684207], [-4.251585, 0.447052, -1.621489], [3.357967, -0.025882, 2.611982], [-0.468530, -1.716878, 6.690548], [-3.657271, -0.911938, -2.670053], [2.052841, -2.503322, 0.534888], [1.905637, 5.749648, -2.094524], [-4.193683, -3.206438, -3.026026], [-1.963127, 2.740085, -0.327103], [-4.559150, -4.105469, -3.067714], [2.957616, 1.734624, -2.293472], [2.257196, -3.590033, 5.127938], [3.219675, -0.918057, 4.886816], [1.908566, 0.054813, 0.256428], [1.208285, 4.394603, 1.434028], [1.528698, 6.716857, -2.431022], [0.237901, 2.394237, -2.948731], [1.147786, 4.644564, -2.834634], [0.175955, -2.738827, -4.717370], [1.814732, -1.531330, -2.220271], [-4.868407, 1.317744, 4.334350], [1.159433, 3.304884, -0.789387], [4.048578, 4.351153, -0.492244], [-1.013055, -2.050011, 4.061202], [-4.388632, -5.009848, -1.201375], [0.982655, 6.273232, -0.179682], [-0.501171, -2.221753, 0.465114], [1.069522, 2.049387, -0.177577], [-2.729778, 0.113221, 6.362704], [-4.557293, -2.834777, 1.214320], [1.810450, 5.109640, 1.994576], [1.802281, 5.665855, -0.570341], [-0.198264, -0.637667, -4.276577], [-0.436141, 1.226040, 2.461795], [-0.649329, -2.103578, -2.151709], [-1.446490, -2.975975, 1.248914], [-4.746259, 0.583350, 3.722934], [0.197015, -0.726818, 1.049805], [-0.704705, 2.940381, -2.909777], [-4.314354, -4.438708, -3.936434], [0.165058, 4.676030, 1.300545], [-2.208803, -0.447608, 2.110529], [-3.705002, -0.788561, -4.213091], [2.906093, -1.888332, 3.754061], [-0.191281, -1.088442, 3.679254], [-0.345505, -0.560876, -5.226617], [-2.895284, -5.136383, -0.883402], [3.351934, 3.901917, 0.216529], [-4.478590, 0.318622, -0.688806], [3.464847, 3.344521, -2.249481], [1.024369, -1.543175, 6.972133], [-5.048829, 0.817822, -2.019386], [1.664227, -0.681094, -1.757483], [-4.508998, -3.705397, 0.791985], [3.565832, -2.448040, 0.861404], [1.308901, 3.230528, -2.225504], [2.673339, 2.721131, -2.675323], [-3.778073, -5.320009, -0.518609], [-3.326135, -1.113350, 5.679351], [0.100518, 1.388825, -2.541255], [0.115903, 4.941346, -3.022180], [1.228884, 3.463390, 2.005208], [2.844649, -1.911953, 0.511617], [-2.741235, -0.848533, 6.402396]],
  "forces_ev_per_angstrom": [[0.697, 0.580, -1.248], [-0.110, 0.133, 0.144], [-0.030, 0.025, 0.018], [0.201, 0.666, -0.111], [-0.022, -0.014, -0.350], [0.684, 0.053, 0.758], [0.291, -0.103, -0.319], [-0.055, 0.102, -0.015], [-0.149, -0.087, 0.044], [-0.261, 0.032, 0.082], [-0.282, 1.794, 2.524], [-0.140, 0.029, 0.007], [0.106, 0.000, 0.014], [1.072, 0.107, 1.317], [-0.222, 0.077, -0.347], [-0.572, -0.277, 0.108], [-0.082, -0.087, 0.416], [0.453, 0.192, 0.026], [0.208, 0.111, 0.332], [-0.082, -0.037, -0.045], [0.075, -0.257, -0.131], [0.079, -0.041, -0.085], [-0.220, 0.798, -0.242], [0.386, 0.254, -0.520], [-0.220, 0.026, -0.066], [-0.019, -0.161, 0.064], [-0.042, -0.192, -0.234], [-0.084, -0.158, 0.146], [-0.032, 0.126, -0.151], [-0.058, -0.089, 0.144], [-0.300, -0.158, -0.046], [-0.094, 0.056, 0.063], [-0.103, -0.138, -0.017], [-0.269, -0.016, -0.162], [0.069, -0.027, 0.206], [0.000, -0.047, 0.112], [-0.257, -0.033, 0.115], [-0.174, 0.058, 0.172], [-0.115, 0.145, 0.231], [-0.038, 0.085, -0.561], [0.036, 0.065, -0.365], [-0.227, -0.381, 0.245], [-0.047, -0.124, -0.247], [-0.143, 0.216, 0.099], [0.014, 0.128, 0.075], [-0.475, -0.164, -0.130], [0.064, -0.060, -0.019], [-0.043, -0.101, -0.023], [0.999, 3.317, -1.431], [0.289, -0.874, -0.073], [0.079, 0.049, 0.025], [-0.239, -0.509, 0.641], [0.935, 0.361, -0.260], [0.128, 0.014, -0.063], [0.277, -0.031, 0.337], [-0.034, -0.017, -0.101], [-1.599, -0.389, 0.590], [-0.350, -0.247, -0.475], [0.367, -0.435, -0.455], [0.151, -0.045, -0.159], [-0.395, -0.420, -0.160], [0.869, -0.781, 0.267], [0.212, -0.708, 0.022], [0.027, -0.057, -0.005], [-0.038, -0.021, -0.090], [-0.408, 0.346, 0.052], [0.452, 0.782, -0.087], [0.026, -0.069, -0.275], [0.233, -0.993, -0.524], [-0.184, -0.284, -0.161], [0.463, 1.463, -0.052], [0.147, 0.132, 0.096], [-4.805, -3.864, -0.152], [-0.172, -0.301, -0.045], [0.005, 0.053, 0.060], [0.026, 0.249, 0.228], [0.774, -0.136, -0.871], [-0.126, -0.051, 0.068], [0.185, 0.121, 0.511], [-0.784, 0.801, 0.083], [0.067, 0.119, 0.051], [-0.331, -0.125, 0.339], [0.716, -0.098, 1.278], [0.128, -0.023, -0.094], [-0.110, 0.181, -0.181], [-0.064, -0.100, -0.012], [0.085, 0.026, 0.117], [-0.183, -0.277, -1.636], [0.148, 0.011, 0.003], [0.156, 0.381, -0.052], [0.335, 0.610, -1.172], [1.485, -0.055, 0.563], [0.022, 0.183, -0.039], [0.040, 0.115, 0.053], [-0.151, 0.277, 0.543], [-0.170, -0.224, 0.445], [-0.051, -0.102, -0.195], [0.951, -1.354, 0.579], [-0.050, -0.107, -0.159]]
}

---

3.
{
  "formula": "C11H5AsCl4NO8S4W",
  "method": "ωB97M-V/def2-TZVPD",
  "e_tot_ha": -6815.4845,
  "total_charge": -1,
  "e_above_lowest_kcal_mol": 0.0,
  "e_lumo_ev": [0.82, 0.82],
  "homo_ev": [-5.880, -5.880],
  "symbols": ["W", "S", "O", "H", "O", "C", "O", "O", "S", "H", "H", "C", "C", "O", "Cl", "H", "C", "Cl", "C", "C", "O", "O", "O", "S", "Cl", "C", "C", "S", "C", "N", "As", "Cl", "C", "C", "H"],
  "coordinates": [[-2.371131, 4.490511, 15.270331], [-2.811749, 6.104742, 19.053971], [-4.798004, 1.717181, 13.544663], [-3.648750, 7.004658, 10.798674], [-0.652346, 3.416953, 15.961551], [1.285615, 2.931311, 14.624216], [-2.980635, 3.526659, 17.205151], [-6.108191, 6.232796, 9.492114], [-2.304916, 6.977603, 15.591993], [-2.673381, 6.840435, 13.048533], [1.515003, 2.239088, 15.488864], [-4.130502, 4.024080, 17.008902], [-3.832972, 6.155552, 11.447089], [-3.331726, 2.731444, 14.821811], [-5.753849, 2.011624, 16.566081], [1.792597, 3.861478, 14.708217], [-5.341468, 3.439595, 17.611328], [1.672083, 2.130800, 13.040590], [-4.674508, 5.130900, 10.974965], [-0.197165, 3.255303, 14.779031], [-4.175229, 5.003994, 16.179856], [-4.849593, 4.450802, 8.761019], [-0.971352, 3.489925, 13.814410], [-0.811463, 6.162576, 14.585248], [-6.667781, 4.631533, 17.523348], [-3.349970, 6.030934, 12.719103], [-4.172837, 2.675598, 13.819013], [0.564116, 6.057911, 17.543559], [-4.791143, 3.948579, 11.733213], [-3.507313, 4.936467, 13.491152], [-1.423376, 5.930690, 17.541645], [-4.949798, 2.847729, 19.176652], [-5.333234, 5.266794, 9.578641], [-4.195834, 3.899259, 12.966015], [-5.405637, 3.100434, 11.388430]],
  "forces_ev_per_angstrom": [[0.104, -0.194, 0.562], [0.229, 0.132, 0.037], [-1.520, -2.126, -0.523], [0.014, 0.076, 0.373], [0.214, 0.182, -0.628], [-1.241, -2.051, 0.493], [-1.263, 0.156, -0.791], [-0.059, -0.440, -0.179], [-0.199, 0.442, 0.380], [-0.691, -0.772, 0.197], [0.116, 0.841, -1.134], [2.669, 0.627, -0.474], [-1.243, -1.020, -0.131], [0.716, 0.917, 0.767], [-0.050, 0.652, 0.307], [0.694, 0.663, 0.051], [-1.434, -0.685, -0.579], [-0.200, 0.537, 0.979], [0.029, -0.443, -0.521], [0.229, -0.360, -0.173], [-0.581, -1.060, 0.045], [-0.718, 0.448, 0.386], [0.061, 0.252, 0.521], [0.672, -0.245, -0.886], [0.319, -0.459, 0.423], [1.251, 1.100, -0.221], [1.054, 1.187, -0.279], [1.465, 0.155, 0.350], [-0.651, 0.282, -0.076], [0.591, 0.748, -0.414], [-2.052, -0.427, -0.242], [-0.235, 0.056, 0.985], [1.080, 0.082, 0.040], [0.046, 0.246, 0.190], [0.586, 0.503, 0.165]]
}